Record 1
Below is the molecule C17H15BrN2O4 in a non-equilibrium geometry, with properties calculated with ωB97M-V with the def2-TZVPD basis set.

Output
SMILES: O=C(COC(=O)CNC(=O)c1ccccc1)Nc1cccc(Br)c1
LUMO level: 0.4158 eV
Multiplicity: 1
Orbital gap: 8.4 eV
Total energy: -99072.824 eV

Last column: natural (NBO) charge in e.
Geometry (Å):
1 O 0.755 2.026 -2.122  -0.560
2 C 0.014 2.322 -1.378  0.714
3 C 0.309 3.447 -0.070  -0.212
4 O 0.793 2.691 0.970  -0.568
5 C -0.375 2.421 1.956  0.824
6 O -1.378 2.944 1.695  -0.570
7 C 0.161 1.682 3.301  -0.239
8 N 0.990 0.497 2.761  -0.629
9 C 0.458 -0.158 1.751  0.704
10 O -0.169 0.284 0.942  -0.547
11 C 1.355 -1.289 1.092  -0.251
12 C 2.038 -1.850 1.956  -0.147
13 C 2.990 -3.177 1.531  -0.172
14 C 2.713 -3.376 0.296  -0.199
15 C 1.912 -2.682 -0.677  -0.230
16 C 1.376 -1.653 -0.186  -0.099
17 N -1.149 1.748 -1.188  -0.607
18 C -1.733 0.732 -1.705  0.162
19 C -2.965 0.472 -1.326  -0.275
20 C -3.600 -0.807 -1.632  -0.200
21 C -3.033 -1.568 -2.508  -0.202
22 C -1.507 -1.133 -3.101  -0.033
23 Br -0.530 -2.349 -4.222  0.057
24 C -0.947 0.039 -2.599  -0.304
25 H -0.559 4.234 -0.092  0.205
26 H 1.240 3.975 -0.418  0.200
27 H 0.640 2.305 3.806  0.207
28 H -0.657 1.437 3.737  0.200
29 H 1.969 0.466 3.033  0.433
30 H 2.288 -1.932 3.116  0.225
31 H 3.453 -3.572 2.210  0.175
32 H 3.311 -4.117 -0.217  0.188
33 H 1.936 -2.979 -1.720  0.233
34 H 0.721 -0.915 -0.876  0.213
35 H -1.623 2.288 -0.318  0.422
36 H -3.454 0.763 -0.394  0.218
37 H -4.514 -1.036 -1.442  0.204
38 H -3.110 -2.517 -2.941  0.215
39 H -0.117 0.335 -3.022  0.245

=====

Record 2
Below is the molecule C5H9FO in a non-equilibrium geometry, with properties calculated with ωB97M-V with the def2-TZVPD basis set.

Output
SMILES: CC/C(F)=C\OC
LUMO level: 0.9559 eV
Multiplicity: 1
Orbital gap: 10.1 eV
Total energy: -10094.240 eV

Last column: natural (NBO) charge in e.
Geometry (Å):
1 C -2.322 -0.987 -0.297  -0.605
2 C -0.906 -0.856 0.211  -0.477
3 C -0.319 0.516 0.067  0.361
4 F -1.232 1.544 0.354  -0.358
5 C 0.864 0.860 -0.411  0.027
6 O 1.800 -0.098 -0.688  -0.534
7 C 2.277 -0.674 0.531  -0.255
8 H -2.704 -1.906 0.121  0.212
9 H -3.004 -0.231 0.147  0.220
10 H -2.404 -0.920 -1.376  0.215
11 H -0.257 -1.561 -0.269  0.229
12 H -0.858 -0.988 1.295  0.217
13 H 1.198 1.884 -0.501  0.192
14 H 2.400 0.083 1.333  0.188
15 H 1.547 -1.506 0.800  0.171
16 H 3.203 -1.115 0.161  0.198

=====

Number 1: highest occupied orbital energy -8.0 eV. Number 2: highest occupied orbital energy -9.2 eV.